(1)
{
  "formula": "C3H8NO3",
  "method": "the ωB97M-V functional and the def2-TZVPD basis",
  "elements": ["C", "N", "C", "O", "O", "C", "H", "H", "H", "H", "H", "H", "H", "H", "O"],
  "xyz": [[-0.27204, -0.66588, 1.34928], [0.85594, 0.16053, 0.87078], [0.54475, 1.41502, 0.38546], [-0.56949, 1.86752, 0.64740], [1.53244, 1.94549, -0.36934], [-1.10206, -1.14909, 0.15529], [0.16020, -1.56984, 1.80216], [-0.85482, -0.20284, 2.16387], [0.42812, 0.27246, -0.22211], [-1.86760, -0.40256, -0.06599], [-1.42757, -2.17262, 0.36597], [-0.48851, -1.22842, -0.75609], [1.27283, 1.52891, -1.25055], [1.20207, -0.10380, -2.84423], [0.58573, 0.30511, -2.23190]],
  "atomic_forces_ev_per_a": [[0.38, -0.38, 0.50], [-0.26, -0.96, -2.55], [-1.32, 2.35, 3.19], [0.44, 1.57, -0.70], [-0.90, 0.55, 0.49], [0.09, -0.02, 0.17], [0.30, 0.32, -0.05], [-0.01, 0.19, -0.54], [1.93, -3.68, -0.35], [-0.31, -0.50, -0.01], [-0.72, 0.31, -0.06], [0.04, 0.17, 0.28], [0.32, -0.55, -1.15], [0.13, 0.00, 0.17], [-0.12, 0.63, 0.62]],
  "e_homo_ev": -4.141,
  "multiplicity": 1,
  "energy_ev": -10871.8702,
  "lumo_ev": 4.11,
  "relative_energy_ev": 3.9175,
  "charge": -1,
  "gap_ev": 8.253
}


(2)
{
  "formula": "C19H34ClFNNbO10PS",
  "method": "the ωB97M-V functional and the def2-TZVPD basis",
  "elements": ["C", "C", "O", "N", "C", "C", "O", "Nb", "Cl", "C", "C", "C", "F", "P", "O", "O", "S", "H", "H", "H", "H", "H", "H", "H", "H", "H", "H", "H", "H", "H", "H", "H", "H", "O", "C", "O", "C", "C", "C", "H", "H", "H", "H", "H", "H", "O", "C", "O", "C", "C", "C", "H", "H", "H", "H", "H", "H", "O", "C", "O", "C", "C", "C", "H", "H", "H", "H", "H", "H"],
  "xyz": [[4.10235, 3.30226, -3.84536], [3.51786, 2.53102, -5.00790], [3.13174, 3.10176, -6.00860], [3.44750, 1.12628, -4.92295], [4.47006, 0.47400, -4.13682], [4.27028, 0.28713, -2.65710], [5.45259, 0.05536, -4.71193], [1.51660, 0.25950, -5.09482], [2.12230, -1.45128, -6.59027], [-0.61328, -0.44159, -5.04999], [-1.17096, -1.21298, -3.85090], [-2.51147, -0.72623, -3.31445], [-1.32958, -2.57604, -4.23726], [0.57251, 2.03099, -3.41701], [0.78532, 3.57103, -3.94038], [-1.06453, 1.99195, -3.39836], [1.21273, 1.90182, -1.56723], [5.17969, 3.12645, -3.76762], [3.92384, 4.35550, -4.05493], [3.63377, 3.03443, -2.89783], [5.17763, -0.16425, -2.25647], [3.40870, -0.36320, -2.49373], [4.04419, 1.21736, -2.14166], [0.71441, 1.47156, -6.19215], [1.57417, -0.74596, -3.56674], [-0.67868, -1.10602, -5.91986], [-1.26675, 0.40807, -5.24825], [-0.45254, -1.23555, -3.03158], [-2.96988, 0.01661, -3.96886], [-2.40858, -0.26300, -2.33218], [-3.18895, -1.58095, -3.23458], [1.05838, 4.10097, -3.17974], [-1.41703, 2.66171, -3.99472], [1.08713, 1.84682, 1.59182], [0.05248, 2.33902, 1.91628], [-0.14195, 2.87627, 3.16000], [-1.50954, 3.27380, 3.31203], [-2.04124, 3.48847, 1.89711], [-1.22957, 2.45762, 1.11489], [-2.04731, 2.46750, 3.81961], [-1.54083, 4.16484, 3.93537], [-3.11863, 3.35418, 1.82929], [-1.79940, 4.49675, 1.55770], [-1.70524, 1.47405, 1.11155], [-0.98578, 2.71880, 0.08711], [-4.03828, 1.17059, 6.45949], [-3.20476, 0.30906, 6.44871], [-3.49451, -0.96677, 6.11454], [-2.32757, -1.80552, 6.24740], [-1.14188, -0.85239, 6.18209], [-1.73181, 0.41868, 6.79509], [-2.39016, -2.31996, 7.20977], [-2.34715, -2.53605, 5.44337], [-0.26057, -1.24229, 6.68510], [-0.87585, -0.66599, 5.14286], [-1.63717, 0.45813, 7.88214], [-1.29252, 1.31491, 6.36368], [-0.19468, -2.78270, 3.99393], [-0.35587, -3.72036, 3.26774], [-1.58339, -4.25745, 3.06379], [-1.49189, -5.41462, 2.21350], [-0.18366, -5.24349, 1.44614], [0.67154, -4.48633, 2.45834], [-1.48470, -6.30296, 2.84969], [-2.37886, -5.43462, 1.58589], [0.23837, -6.19030, 1.11761], [-0.34967, -4.62116, 0.56670], [1.20508, -5.15131, 3.14142], [1.38543, -3.79386, 2.02046]],
  "atomic_forces_ev_per_a": [[0.02, 0.21, -0.10], [0.23, -0.01, -0.53], [-0.04, -0.17, 0.36], [-0.50, 0.17, 1.15], [0.53, -0.07, -0.59], [0.20, -0.17, -0.08], [-0.45, 0.23, 0.38], [1.50, -1.07, -2.13], [-0.11, 0.18, 0.25], [-0.20, 0.17, 0.40], [0.13, 0.11, -0.02], [-0.29, 0.00, -0.05], [-0.02, 0.00, 0.05], [-0.07, -0.28, 0.06], [0.14, 0.07, -0.11], [-0.20, 0.15, 0.22], [-0.03, 0.16, 0.06], [-0.07, -0.04, -0.02], [0.10, -0.02, 0.05], [-0.05, -0.01, -0.09], [-0.08, 0.00, 0.04], [0.02, 0.03, 0.02], [-0.06, -0.05, -0.06], [-0.34, -0.13, 0.99], [-0.59, 0.83, -0.17], [0.04, 0.04, 0.00], [0.02, -0.11, -0.12], [0.00, -0.15, -0.04], [0.01, -0.09, -0.03], [0.05, -0.04, -0.04], [0.05, 0.05, 0.07], [-0.03, 0.02, 0.06], [0.03, 0.00, -0.10], [0.10, 0.05, 0.27], [-0.13, -0.17, -0.11], [0.06, 0.05, -0.01], [-0.20, -0.01, 0.03], [0.17, -0.09, -0.04], [0.02, 0.16, 0.03], [-0.03, 0.03, 0.02], [0.05, -0.01, 0.01], [0.00, -0.03, 0.03], [0.00, 0.00, -0.01], [0.00, 0.00, -0.02], [-0.01, -0.06, -0.01], [0.07, -0.03, -0.01], [-0.04, 0.11, 0.06], [-0.02, -0.02, 0.02], [0.04, -0.05, -0.05], [-0.17, 0.11, 0.03], [0.26, -0.18, -0.29], [-0.01, 0.00, 0.01], [0.02, 0.05, 0.00], [-0.01, 0.01, 0.05], [0.02, -0.08, 0.01], [-0.01, 0.02, 0.00], [-0.15, 0.15, 0.16], [0.07, -0.12, -0.01], [-0.05, 0.05, -0.02], [0.00, -0.02, 0.04], [0.03, -0.02, -0.02], [-0.02, 0.08, 0.02], [-0.07, 0.06, -0.08], [0.01, -0.01, -0.01], [0.01, 0.02, -0.01], [0.01, -0.02, 0.04], [0.00, -0.02, -0.02], [0.01, 0.00, -0.01], [0.03, -0.01, 0.04]],
  "e_homo_ev": -5.237,
  "multiplicity": 1,
  "energy_ev": -79137.8057,
  "lumo_ev": 1.90,
  "charge": -1,
  "gap_ev": 7.141
}